The following is a quantum chemistry calculation of a single C5H14N2 molecule, from the Open Molecules 2025 dataset.

Total charge: 0
Lowest unoccupied orbital energy (eV): 1.094
SMILES string: CNCC[C@@H](C)N
HOMO (eV): -8.2
Energy relative to the best compared isomer or geometry (same formula, charge and spin) (kcal per mole): 22.7
Total energy (eV): -8391.6347
Gap between HOMO and LUMO (eV): 9.341

Geometry as XYZ:
```
21
C5H14N2 ωB97M-V/def2-TZVPD
C -0.886 2.593 1.951
N -1.114 1.416 1.190
C 0.013 0.700 0.647
C -0.419 -0.081 -0.591
C 0.609 -1.021 -1.234
C 1.687 -1.499 -0.257
N -0.077 -2.155 -1.844
H -1.753 3.263 1.958
H -0.050 3.200 1.572
H -0.727 2.393 3.020
H -1.932 1.339 0.616
H 0.784 1.433 0.326
H 0.556 0.035 1.323
H -1.329 -0.630 -0.356
H -0.720 0.674 -1.326
H 1.148 -0.482 -2.007
H 1.259 -2.023 0.596
H 2.331 -2.222 -0.761
H 2.327 -0.696 0.110
H -0.046 -2.991 -1.282
H 0.158 -2.339 -2.807
```

Charges per atom according to Löwdin partitioning, unit e: -0.157 -0.140 -0.268 -0.170 -0.447 -0.088 0.025 0.077 0.074 0.072 0.098 0.118 0.097 0.108 0.113 0.130 0.078 0.074 0.075 0.067 0.065



The following is a quantum chemistry calculation of a single C6H6N2 molecule, from the Open Molecules 2025 dataset.

Total charge: 0
Lowest unoccupied orbital energy (eV): 0.583
SMILES string: C/C=C(\C#N)[C@H]1C=N1
HOMO (eV): -9.5
Energy relative to the best compared isomer or geometry (same formula, charge and spin) (kcal per mole): 62.0
Total energy (eV): -9296.0578
Gap between HOMO and LUMO (eV): 10.120

Geometry as XYZ:
```
14
C6H6N2 ωB97M-V/def2-TZVPD
C 1.547 -0.506 -1.660
C 0.236 -0.442 -0.967
C 0.007 0.176 0.215
C 1.135 0.830 0.796
N 2.013 1.380 1.288
C -1.138 0.384 1.196
C -2.583 0.044 1.310
N -1.835 -0.737 1.935
H 2.299 0.109 -1.174
H 1.430 -0.186 -2.695
H 1.893 -1.541 -1.678
H -0.577 -0.954 -1.469
H -0.842 1.192 1.867
H -3.585 0.254 1.035
```

Charges per atom according to Löwdin partitioning, unit e: -0.082 -0.083 -0.190 -0.242 0.174 -0.227 -0.063 0.153 0.068 0.083 0.088 0.113 0.108 0.098



The following is a quantum chemistry calculation of a single C6H7N3O molecule, from the Open Molecules 2025 dataset.

Total charge: 0
Lowest unoccupied orbital energy (eV): 0.437
SMILES string: NC(=O)Nc1ccccn1
HOMO (eV): -9.3
Energy relative to the best compared isomer or geometry (same formula, charge and spin) (kcal per mole): 63.4
Total energy (eV): -12850.3289
Gap between HOMO and LUMO (eV): 9.717

Geometry as XYZ:
```
17
C6H7N3O ωB97M-V/def2-TZVPD
N 2.418 0.947 0.484
C 2.524 -0.333 -0.083
O 3.601 -0.809 -0.470
N 1.316 -1.061 -0.166
C 0.000 -0.602 -0.158
C -0.352 0.693 -0.472
C -1.738 1.024 -0.483
C -2.617 0.037 -0.004
C -2.247 -1.187 0.181
N -0.884 -1.517 0.147
H 3.411 1.574 0.938
H 1.779 1.244 1.141
H 1.422 -1.906 -0.326
H 0.268 1.287 -0.784
H -2.153 2.004 -0.521
H -3.822 0.471 0.222
H -2.925 -1.867 0.354
```

Charges per atom according to Löwdin partitioning, unit e: 0.104 -0.524 0.032 0.181 -0.319 0.011 -0.017 -0.133 -0.130 0.146 0.244 0.030 0.035 0.009 0.093 0.184 0.055



The following is a quantum chemistry calculation of C21H41Br2N4O10V as an isolated structure, from the Open Molecules 2025 dataset.

2S+1: 2
Total charge: -1
Lowest unoccupied orbital energy (alpha / beta) (eV): 1.754 / 1.754
HOMO (alpha / beta) (eV): -6.5 / -6.8
Total energy (eV): -214653.6242
Gap between HOMO and LUMO (alpha / beta) (eV): 8.249 / 8.592

Geometry as XYZ:
```
79
C21H41Br2N4O10V ωB97M-V/def2-TZVPD
O 3.046 2.656 1.592
V 1.861 2.682 0.487
C -0.039 -1.151 0.999
C 0.552 0.263 0.822
O 0.732 0.848 -0.230
O 1.047 0.882 1.788
H 0.686 -1.946 0.821
H -0.771 -1.368 0.220
H -0.400 -1.334 2.011
C 4.215 3.058 -2.885
C 3.640 3.006 -1.477
O 3.300 1.927 -1.028
O 3.232 4.009 -0.873
H 5.189 3.546 -2.927
H 3.546 3.803 -3.316
H 4.154 2.099 -3.400
C -1.104 5.543 1.190
C -0.005 4.433 1.064
O 0.908 4.399 1.908
O 0.008 3.668 0.127
H -1.274 5.639 2.262
H -1.954 5.169 0.619
H -0.510 6.379 0.819
C 0.378 -0.991 -5.730
O -0.624 -0.661 -6.363
N 0.794 -0.593 -4.536
C 1.839 -1.121 -3.656
C 0.040 0.508 -3.936
H 1.093 -1.751 -6.082
H 1.579 -1.660 -2.745
H 2.547 -0.336 -3.388
H 2.400 -1.753 -4.344
H 0.710 1.365 -3.863
H -0.776 0.914 -4.533
H -0.205 0.246 -2.907
C -3.031 -0.582 -3.188
O -3.495 -1.156 -4.157
N -3.455 0.631 -2.795
C -2.872 1.336 -1.639
C -4.482 1.327 -3.459
H -2.202 -0.886 -2.531
H -3.792 1.634 -1.136
H -2.184 2.135 -1.918
H -2.426 0.695 -0.879
H -5.355 1.373 -2.807
H -4.245 2.385 -3.565
H -4.654 0.974 -4.476
C -0.886 -4.408 -0.052
O -0.824 -4.520 -1.337
N -1.894 -3.790 0.643
C -2.030 -3.845 2.103
C -3.084 -3.255 0.037
H -0.058 -4.682 0.620
H -1.184 -4.263 2.648
H -2.845 -4.508 2.396
H -2.216 -2.843 2.488
H -4.004 -3.478 0.577
H -2.954 -2.173 0.015
H -3.115 -3.624 -0.988
C 4.092 -1.682 4.536
C 3.305 -1.108 3.306
C 4.133 -0.745 2.062
C 5.494 -1.018 2.217
N 6.583 -1.275 2.239
H 4.700 -2.520 4.195
H 3.472 -2.156 5.297
H 4.710 -0.917 5.005
H 2.789 -0.178 3.547
H 2.527 -1.851 3.132
H 4.139 0.319 1.823
H 3.674 -1.173 1.171
Br -3.479 0.002 2.396
C -3.468 -0.317 4.312
C -2.070 -0.226 4.841
Br -1.970 -0.977 6.648
H -3.818 -1.349 4.359
H -4.224 0.326 4.762
H -1.739 0.813 4.820
H -1.400 -0.821 4.221
```

Charges per atom according to Löwdin partitioning, unit e: -0.304 1.145 0.011 -0.702 -0.056 -0.060 0.076 0.057 0.049 0.014 -0.746 -0.048 -0.035 0.076 0.080 0.073 0.015 -0.756 -0.024 -0.056 0.071 0.069 0.080 -0.367 -0.004 -0.170 -0.029 -0.045 0.125 0.092 0.082 0.079 0.089 0.089 0.069 -0.358 0.013 -0.206 -0.033 -0.076 0.125 0.081 0.098 0.067 0.089 0.087 0.096 -0.273 -0.058 -0.200 -0.067 -0.058 0.129 0.089 0.087 0.048 0.091 0.056 0.094 -0.108 -0.218 -0.178 -0.300 0.154 0.061 0.059 0.072 0.096 0.092 0.109 0.129 0.664 -0.709 -0.695 0.606 0.037 0.061 0.072 0.034



The following is a quantum chemistry calculation of a 2-piece molecular cluster, C10H16 overall, from the Open Molecules 2025 dataset.

Total charge: 0
Lowest unoccupied orbital energy (eV): 0.965
SMILES string: Cc1ccccc1.CCC
HOMO (eV): -8.9
Energy relative to the best compared isomer or geometry (same formula, charge and spin) (kcal per mole): 21.2
Total energy (eV): -10628.8240
Gap between HOMO and LUMO (eV): 9.908

Geometry as XYZ:
```
26
C10H16 ωB97M-V/def2-TZVPD
C -0.876 2.678 -0.905
C -0.239 2.215 0.362
C -0.800 1.062 0.964
C -0.191 0.535 2.080
C 1.012 1.041 2.530
C 1.602 2.124 1.881
C 0.998 2.713 0.792
H -1.961 2.891 -0.842
H -0.906 1.921 -1.692
H -0.566 3.657 -1.277
H -1.826 0.863 0.682
H -0.646 -0.249 2.678
H 1.623 0.551 3.275
H 2.603 2.413 2.174
H 1.367 3.589 0.281
C -1.345 -2.361 -1.506
C -0.050 -2.049 -0.755
C 1.026 -3.157 -1.054
H -1.560 -3.428 -1.577
H -1.220 -2.030 -2.535
H -2.212 -1.866 -1.065
H 0.419 -1.142 -1.104
H -0.195 -1.886 0.313
H 1.338 -3.830 -0.270
H 0.720 -3.655 -1.976
H 1.885 -2.600 -1.454
```

Charges per atom according to Löwdin partitioning, unit e: -0.075 -0.271 -0.061 -0.108 -0.098 -0.093 -0.051 0.082 0.080 0.075 0.113 0.105 0.099 0.100 0.107 -0.128 -0.301 -0.107 0.067 0.068 0.061 0.080 0.079 0.059 0.059 0.062



The following is a quantum chemistry calculation of an isolated ion of composition C8H16N3O2 and charge +1, from the Open Molecules 2025 dataset.

Total charge: +1
Lowest unoccupied orbital energy (eV): -3.055
SMILES string: CCOc1[nH]nc(CCCOC)[nH+]1
HOMO (eV): -13.1
Energy relative to the best compared isomer or geometry (same formula, charge and spin) (kcal per mole): 44.3
Total energy (eV): -17112.4579
Gap between HOMO and LUMO (eV): 10.005

Geometry as XYZ:
```
29
C8H16N3O2 ωB97M-V/def2-TZVPD
C 0.644 3.662 1.491
C 0.188 2.379 0.699
O -1.187 2.595 0.181
C -1.718 1.374 -0.040
N -2.863 0.831 0.361
N -2.997 -0.471 -0.069
C -1.887 -0.679 -0.738
C -1.338 -1.925 -1.467
C -0.206 -2.546 -0.529
C 1.253 -2.307 -1.059
O 2.138 -2.466 0.062
C 2.432 -1.221 0.693
N -1.028 0.445 -0.785
H -0.049 4.511 1.272
H 0.628 3.500 2.596
H 1.689 3.876 1.161
H 0.921 2.128 -0.102
H 0.114 1.494 1.386
H -3.561 1.311 0.932
H -2.112 -2.676 -1.730
H -0.896 -1.547 -2.429
H -0.260 -2.065 0.484
H -0.386 -3.636 -0.393
H 1.399 -1.335 -1.597
H 1.565 -3.109 -1.781
H 3.503 -1.256 1.028
H 1.788 -1.021 1.591
H 2.343 -0.331 0.014
H -0.117 0.486 -1.231
```

Charges per atom according to Löwdin partitioning, unit e: -0.039 -0.175 0.026 -0.297 0.146 0.172 -0.249 -0.077 -0.131 -0.220 -0.190 -0.118 0.245 0.095 0.089 0.089 0.118 0.130 0.203 0.128 0.127 0.116 0.127 0.108 0.141 0.106 0.088 0.075 0.167